1.
The following is a quantum chemistry calculation of a single C4H8O molecule in a non-equilibrium geometry, from the Open Molecules 2025 dataset.

Geometry as XYZ:
```
13
Properties=species:S:1:pos:R:3
C -0.071 1.291 0.895
C 0.105 0.572 -0.458
C -0.835 -0.540 -0.785
C 0.627 -0.820 -0.537
H -0.727 2.237 0.727
H -0.639 0.627 1.602
H 0.892 1.601 1.605
H 0.414 1.201 -1.352
H -1.689 -0.707 -0.090
H -1.074 -0.801 -1.777
H 1.163 -1.122 -1.440
H 0.694 -2.208 0.956
O 1.141 -1.331 0.654
```

Values from the calculation:
Orbital gap   0.39653 Ha
SMILES   C[C@@H]1C[C@@H]1O
HOMO level   -0.362 Ha

=====

2.
The following is a quantum chemistry calculation of a molecular structure, C4H8O2, from the Open Molecules 2025 dataset.

Geometry as XYZ:
```
14
Properties=species:S:1:pos:R:3
O 0.698 -1.980 0.175
C -0.212 -1.299 -0.675
C -0.075 0.158 -0.457
C 1.064 1.148 -0.503
O 0.094 2.200 -0.188
C -0.857 1.203 -0.169
H 0.721 -2.903 -0.105
H -1.253 -1.595 -0.471
H -0.002 -1.540 -1.730
H -0.682 0.293 2.296
H 1.819 1.077 0.285
H 1.528 1.342 -1.475
H -0.948 0.466 2.968
H -1.897 1.429 0.050
```

Values from the calculation:
Orbital gap   0.35128 Ha
HOMO level   -0.323 Ha

=====

3.
The following is a quantum chemistry calculation of 2 unconnected molecules or ions with the total composition C4H8O2 in a non-equilibrium geometry, from the Open Molecules 2025 dataset.

Geometry as XYZ:
```
14
Properties=species:S:1:pos:R:3
C 0.589 -1.366 0.495
C -0.148 -0.556 -0.258
O 0.385 0.173 -1.278
C -1.602 -0.439 -0.085
C -2.385 0.501 -0.599
H 1.647 -1.468 0.277
H 0.210 -2.161 1.116
H 1.251 0.463 -0.949
H -1.990 -1.245 0.529
H -1.868 1.314 -1.091
H -3.453 0.324 -0.634
H 1.944 1.591 1.425
H 3.064 1.724 0.371
O 2.355 1.145 0.679
```

Values from the calculation:
Orbital gap   0.32554 Ha
SMILES   C=CC(=C)O.O
HOMO level   -0.307 Ha

=====

4.
The following is a quantum chemistry calculation of a single C4H8O2 molecule, from the Open Molecules 2025 dataset.

Geometry as XYZ:
```
14
Properties=species:S:1:pos:R:3
C -1.577 -0.768 -0.893
O -0.763 0.361 -0.667
C 0.475 0.042 -0.067
C 1.279 1.328 0.022
C 0.248 -0.511 1.331
O 0.755 -1.521 1.755
H -2.353 -0.481 -1.605
H -0.999 -1.600 -1.318
H -2.061 -1.130 0.024
H 1.008 -0.725 -0.651
H 1.308 1.799 -0.964
H 0.806 2.029 0.719
H 2.301 1.130 0.359
H -0.432 0.101 1.962
```

Values from the calculation:
Orbital gap   0.39420 Ha
SMILES   CO[C@@H](C)C=O
HOMO level   -0.357 Ha

=====

5.
The following is a quantum chemistry calculation of a single C4H8O2 molecule, from the Open Molecules 2025 dataset.

Geometry as XYZ:
```
14
Properties=species:S:1:pos:R:3
C -2.322 -0.456 0.327
C -1.189 0.413 -0.176
O -0.371 0.740 0.978
C 0.934 0.835 0.934
O 1.335 0.707 -0.337
C 2.650 0.156 -0.389
H -1.947 -1.438 0.633
H -2.808 0.009 1.190
H -3.067 -0.600 -0.462
H -0.590 -0.096 -0.936
H -1.543 1.362 -0.590
H 3.350 0.760 0.196
H 2.917 0.112 -1.446
H 2.614 -0.853 0.037
```

Values from the calculation:
Orbital gap   0.36427 Ha
HOMO level   -0.328 Ha

=====

6.
The following is a quantum chemistry calculation of a single C4H8O2 molecule in a non-equilibrium geometry, from the Open Molecules 2025 dataset.

Geometry as XYZ:
```
14
Properties=species:S:1:pos:R:3
C 2.060 0.557 -0.388
O 0.694 0.762 -0.126
C 0.221 -0.268 0.637
C -1.284 -0.316 0.865
C -2.263 0.250 -0.076
O -3.445 0.392 0.149
H 2.423 1.425 -0.933
H 2.214 -0.353 -0.988
H 2.619 0.448 0.551
H 0.717 -0.415 1.601
H 0.503 -1.310 0.045
H -1.649 -0.391 1.899
H -0.929 -1.275 0.324
H -1.828 0.429 -1.075
```

Values from the calculation:
Orbital gap   0.38124 Ha
SMILES   COCCC=O
HOMO level   -0.354 Ha

=====

7.
The following is a quantum chemistry calculation of a single C4H8O2 molecule in a non-equilibrium geometry, from the Open Molecules 2025 dataset.

Geometry as XYZ:
```
14
Properties=species:S:1:pos:R:3
O 1.410 1.378 0.575
C 0.694 0.705 1.308
C -0.558 0.114 0.897
C -0.919 0.117 -0.587
C 0.081 -0.823 -1.317
O 1.169 -1.055 -0.453
H 1.535 -0.167 -0.268
H 0.905 0.520 2.374
H -0.717 1.213 1.510
H -0.912 -0.768 1.456
H -1.960 -0.193 -0.750
H -0.793 1.144 -0.930
H 0.427 -0.387 -2.269
H -0.362 -1.800 -1.548
```

Values from the calculation:
Orbital gap   0.39701 Ha
SMILES   O=CCCCO
HOMO level   -0.365 Ha

=====

8.
The following is a quantum chemistry calculation of 2 unconnected molecules or ions with the total composition C4H8O2, from the Open Molecules 2025 dataset.

Geometry as XYZ:
```
14
Properties=species:S:1:pos:R:3
C 1.802 -0.056 -0.077
C 0.703 -0.809 -0.007
O 0.562 -2.045 -0.568
C -0.572 -0.399 0.674
C -1.667 -0.132 -0.339
O -2.367 0.853 -0.329
H 1.820 0.931 0.370
H -0.333 3.221 0.289
H 2.702 -0.401 -0.579
H 1.365 -2.255 -1.067
H -0.903 -1.229 1.313
H -0.433 0.492 1.289
H -1.793 -0.914 -1.114
H -0.887 2.745 0.143
```

Values from the calculation:
Orbital gap   0.36405 Ha
SMILES   C=C(O)CC=O.[H][H]
HOMO level   -0.338 Ha

=====

9.
The following is a quantum chemistry calculation of a single C4H8O2 molecule in a non-equilibrium geometry, from the Open Molecules 2025 dataset.

Geometry as XYZ:
```
14
Properties=species:S:1:pos:R:3
C -2.294 0.344 -0.198
O -0.986 0.008 -0.566
C -0.051 0.095 0.476
C 1.114 -0.770 -0.004
C 2.287 -0.020 -0.421
O 2.279 -0.758 0.800
H -2.617 -0.251 0.670
H -2.402 1.415 0.044
H -2.926 0.106 -1.057
H -0.419 -0.312 1.428
H 0.180 1.165 0.685
H 0.796 -1.727 -0.418
H 1.999 1.018 -0.286
H 3.040 -0.311 -1.155
```

Values from the calculation:
Orbital gap   0.41044 Ha
SMILES   COC[C@H]1CO1
HOMO level   -0.371 Ha

=====

10.
The following is a quantum chemistry calculation of a single C4H8O2 molecule, from the Open Molecules 2025 dataset.

Geometry as XYZ:
```
14
Properties=species:S:1:pos:R:3
C -1.076 0.278 -1.147
C -0.183 0.519 0.043
O -0.207 1.874 0.420
C -0.001 -0.515 1.132
C 1.112 -0.234 0.155
O 1.443 -1.202 -0.797
H -2.132 0.188 -0.863
H -0.755 -0.626 -1.677
H -0.969 1.134 -1.823
H 0.092 1.940 1.338
H 0.092 -0.174 2.164
H -0.525 -1.467 1.034
H 1.971 0.343 0.493
H 1.138 -2.059 -0.472
```

Values from the calculation:
Orbital gap   0.36685 Ha
SMILES   C[C@@]1(O)C[C@H]1O
HOMO level   -0.336 Ha

=====

11.
The following is a quantum chemistry calculation of a single C4H8O2 molecule in a non-equilibrium geometry, from the Open Molecules 2025 dataset.

Geometry as XYZ:
```
14
Properties=species:S:1:pos:R:3
C 1.086 -1.056 -0.373
C -0.125 -0.415 0.220
O -0.937 -1.277 0.977
C -0.083 0.925 0.765
C -1.018 0.493 -0.568
O -0.758 1.729 -1.198
H 1.795 -1.331 0.416
H 1.586 -0.377 -1.069
H 0.770 -1.948 -0.918
H -0.343 -1.664 1.635
H -0.757 1.306 1.502
H 0.811 1.551 0.583
H -2.088 0.352 -0.396
H 0.028 1.729 -1.732
```

Values from the calculation:
Orbital gap   0.31612 Ha
SMILES   C[C@@]1(O)C[C@H]1O
HOMO level   -0.287 Ha

=====

12.
The following is a quantum chemistry calculation of a molecular structure, C4H8O2, from the Open Molecules 2025 dataset.

Geometry as XYZ:
```
14
Properties=species:S:1:pos:R:3
C -1.286 1.015 1.423
O -0.882 0.026 0.481
C 0.432 -0.153 0.360
C 0.958 -1.007 -0.677
C 0.244 -1.204 -1.912
O 0.526 -2.031 -2.764
H -2.370 0.941 1.499
H -0.996 2.008 1.061
H -0.827 0.829 2.402
H 1.032 -0.080 1.271
H 0.831 1.320 -0.046
H 1.797 -1.645 -0.424
H 1.154 0.488 -0.605
H -0.613 -0.508 -2.070
```

Values from the calculation:
Orbital gap   0.31273 Ha
HOMO level   -0.303 Ha

=====

Molar mass / g mol⁻¹: 72.11; 88.11; 88.11; 88.11; 88.11; 88.11; 88.11; 88.11; 88.11; 88.11; 88.11; 88.11